No. 1
{"formula": "C16H42O17", "method": "wB97M-V/def2-TZVPD", "largest_force_ev_per_a": 5.180, "e_homo_ev": [-12.84, -12.83], "charge": 1, "spin_multiplicity": 2, "e_tot_ha": -1913.44624, "homo_lumo_gap_ev": [9.4, 2.2], "species": ["O", "H", "H", "O", "H", "H", "O", "H", "H", "O", "H", "H", "C", "C", "C", "O", "C", "O", "O", "H", "H", "H", "H", "H", "H", "C", "C", "C", "O", "C", "O", "O", "H", "H", "H", "H", "H", "H", "C", "C", "C", "O", "C", "O", "O", "H", "H", "H", "H", "H", "H", "C", "O", "H", "H", "H", "H", "C", "O", "H", "H", "H", "H", "C", "O", "H", "H", "H", "H", "C", "O", "H", "H", "H", "H"], "positions_angstrom": [[4.0149, -2.6502, -2.8780], [3.6432, -3.5237, -2.7549], [3.2973, -2.1334, -3.2441], [1.8991, -1.5861, -4.2221], [1.0557, -1.9774, -3.9943], [1.6753, -0.8430, -4.7824], [3.5559, 2.8159, -1.4481], [3.4332, 3.6728, -1.0395], [4.1118, 2.3351, -0.8349], [4.1236, 1.2124, -3.8657], [5.0159, 0.8833, -3.7573], [3.9531, 1.7114, -3.0669], [0.4887, 1.5911, -1.0876], [0.0536, 0.0715, -1.0420], [1.1858, -0.7993, -0.7279], [0.8879, -1.4489, 0.4761], [-0.3338, -1.0559, 0.8743], [-0.8190, -1.3405, 1.9624], [-0.7832, -0.0838, 0.0322], [-0.3451, 2.2604, -1.2997], [1.2121, 1.8063, -1.8741], [0.9134, 1.8592, -0.1203], [-0.3244, -0.1867, -2.0312], [2.1321, -0.2687, -0.6216], [1.2811, -1.5092, -1.5495], [-3.9344, 0.2484, 2.0357], [-4.3667, -1.2429, 1.9902], [-5.5484, -1.5754, 2.8668], [-6.5036, -2.0355, 1.9719], [-6.1570, -1.7346, 0.7266], [-6.7628, -1.9524, -0.3287], [-4.8754, -1.3092, 0.6477], [-4.6972, 0.8977, 1.6061], [-3.0844, 0.2965, 1.3551], [-3.5722, 0.5850, 3.0072], [-3.5784, -1.9953, 2.0146], [-5.8536, -0.6354, 3.3266], [-5.3363, -2.3124, 3.6413], [2.5706, 0.6707, 2.4667], [1.8405, 0.8826, 3.7924], [2.6557, 0.4240, 4.9553], [2.4582, 1.4274, 5.9423], [1.9073, 2.5049, 5.3666], [1.6919, 3.5921, 5.9136], [1.7223, 2.2244, 4.0522], [2.5444, -0.3490, 2.0825], [3.6038, 0.9652, 2.6508], [2.1248, 1.1739, 1.6088], [0.8276, 0.4998, 3.9177], [3.7182, 0.3487, 4.7239], [2.4050, -0.5605, 5.3504], [-3.8203, 1.4847, -1.8721], [-3.0135, 0.7281, -2.8071], [-3.4386, 2.5053, -1.8452], [-4.8894, 1.5044, -2.0837], [-3.7128, 0.9943, -0.9046], [-3.0154, -0.2035, -2.5755], [1.6595, -3.5222, 2.9890], [2.6064, -4.5681, 3.0792], [0.8081, -3.7262, 2.3396], [1.1739, -3.3067, 3.9407], [2.1446, -2.6096, 2.6425], [2.1420, -5.3987, 3.2059], [-0.0389, -3.9087, -3.4134], [-0.4695, -2.6016, -3.5314], [-0.1999, -4.3643, -2.4363], [-0.4975, -4.5960, -4.1242], [1.0337, -3.9484, -3.6032], [-1.3276, -2.4348, -3.1346], [0.2874, 6.3511, -3.5940], [0.3206, 5.4608, -2.4934], [0.9015, 5.9835, -4.4160], [-0.7258, 6.4679, -3.9787], [0.7993, 7.2819, -3.3499], [0.1438, 4.5759, -2.8211]]}

***

No. 2
{"formula": "C16H43BN4O10P3", "method": "wB97M-V/def2-TZVPD", "largest_force_ev_per_a": 1.359, "e_homo_ev": -4.87, "charge": -1, "e_tot_ha": -2656.04641, "homo_lumo_gap_ev": 7.0, "species": ["C", "C", "N", "C", "C", "P", "P", "O", "O", "O", "O", "B", "C", "P", "O", "O", "O", "O", "C", "C", "C", "N", "H", "H", "H", "H", "H", "H", "H", "H", "H", "H", "H", "H", "H", "H", "H", "H", "H", "H", "H", "H", "H", "C", "C", "C", "O", "C", "N", "H", "H", "H", "H", "H", "H", "H", "H", "H", "H", "H", "C", "C", "C", "O", "C", "N", "H", "H", "H", "H", "H", "H", "H", "H", "H", "H", "H"], "positions_angstrom": [[1.4963, -0.3114, 3.6272], [0.1090, -0.7181, 3.1994], [-0.7817, -0.8246, 4.0984], [-0.0633, -0.9577, 1.7165], [-1.1178, -1.9658, 1.2707], [-0.9133, -3.6412, 2.2033], [0.9387, -4.4622, 1.4581], [1.1436, -4.4444, -0.0041], [2.2366, -3.8332, 2.1927], [0.8787, -5.9691, 2.0004], [-0.9125, -2.2799, -0.0554], [-2.1544, -2.9380, -0.5004], [-2.2666, -3.1063, -2.1235], [-2.6742, -4.7364, -2.6682], [-4.1098, -5.0472, -2.7643], [-1.9491, -4.8881, -4.1173], [-1.9133, -5.8300, -1.7729], [-3.1941, -2.0479, 0.1042], [-2.6485, -1.5212, 1.3049], [-2.9152, -0.0169, 1.2171], [-3.1198, 0.6975, 2.5530], [-3.6823, 2.0611, 2.3665], [1.4271, 0.5303, 4.3144], [2.1125, -0.0148, 2.7861], [1.9418, -1.1346, 4.1833], [-1.6709, -1.1154, 3.6933], [0.8887, -1.3506, 1.3520], [-0.1832, 0.0009, 1.2019], [-0.5432, -3.3263, 3.5264], [2.7379, -3.3813, 1.5090], [1.3661, -6.4758, 1.3392], [-2.3191, -4.0434, 0.0245], [-3.0878, -2.4955, -2.5042], [-1.3668, -2.7753, -2.6481], [-2.0721, -5.8061, -4.3738], [-1.0912, -5.4574, -1.4251], [-3.2038, -1.9918, 2.1271], [-2.1094, 0.4691, 0.6658], [-3.8318, 0.1175, 0.6457], [-2.1588, 0.8000, 3.0543], [-3.7842, 0.0802, 3.1569], [-3.2389, 2.6458, 3.0651], [-3.2918, 2.4131, 1.4957], [-0.7781, 4.8330, -1.2470], [-1.0052, 3.3280, -1.3539], [-0.9431, 2.7930, -2.7908], [-2.0894, 3.0665, -3.5711], [-2.1277, 4.3431, -4.1724], [-2.2615, 2.9847, -0.6854], [-1.6552, 5.3977, -1.5627], [-0.5742, 5.1075, -0.2120], [0.0722, 5.1497, -1.8552], [-0.1978, 2.8363, -0.8048], [-0.8760, 1.7034, -2.7443], [-0.0410, 3.1531, -3.3055], [-1.1279, 4.6754, -4.4705], [-2.5752, 5.0908, -3.5119], [-2.7496, 4.2655, -5.0641], [-2.3625, 1.9731, -0.6658], [-3.0181, 3.2909, -1.2924], [5.5039, 2.1268, -1.2584], [5.5153, 1.1342, -0.1006], [4.2149, 0.3324, 0.0400], [3.1411, 1.0474, 0.6156], [2.4014, 1.8614, -0.2720], [5.8691, 1.8445, 1.1317], [4.9080, 3.0098, -1.0279], [6.5175, 2.4675, -1.4683], [5.1050, 1.6705, -2.1664], [6.3079, 0.4067, -0.3005], [4.4043, -0.5009, 0.7227], [3.9097, -0.1024, -0.9207], [2.3334, 1.4128, -1.2676], [2.8248, 2.8670, -0.3501], [1.3973, 1.9522, 0.1410], [5.9854, 1.1728, 1.8848], [5.0634, 2.3977, 1.4110]]}

***

No. 3
{"formula": "C16H43BrN12O8", "method": "wB97M-V/def2-TZVPD", "largest_force_ev_per_a": 9.067, "e_homo_ev": -9.39, "smiles": "CCCCCCCC[C@H](Br)OC=O.NC(N)=O.NC(N)=O.NC(N)=O.NC(N)=O.NC(N)=O.NC(N)=O", "charge": 0, "e_tot_ha": -4468.48565, "homo_lumo_gap_ev": 9.4, "species": ["C", "C", "C", "C", "C", "C", "C", "C", "C", "Br", "O", "C", "O", "H", "H", "H", "H", "H", "H", "H", "H", "H", "H", "H", "H", "H", "H", "H", "H", "H", "H", "H", "N", "C", "N", "O", "H", "H", "H", "H", "N", "C", "N", "O", "H", "H", "H", "H", "N", "C", "N", "O", "H", "H", "H", "H", "N", "C", "N", "O", "H", "H", "H", "H", "N", "C", "N", "O", "H", "H", "H", "H", "N", "C", "N", "O", "H", "H", "H", "H"], "positions_angstrom": [[1.9276, 2.3376, 2.8326], [0.5228, 1.6038, 2.3129], [-0.0121, 2.3152, 0.9293], [0.7163, 1.6824, -0.4124], [-0.2887, 0.5236, -0.9912], [-0.0424, 0.1034, -2.5508], [1.3993, -0.5679, -2.9014], [2.1396, -1.3844, -1.6969], [1.7142, -2.9752, -1.5685], [-0.0922, -3.4251, -2.2915], [1.8361, -3.5312, -0.2121], [0.8826, -2.9287, 0.7323], [1.4218, -2.4312, 1.8795], [2.0173, 3.3510, 2.2406], [2.8675, 1.6415, 2.5961], [1.8773, 2.5250, 4.0098], [0.7074, 0.4687, 2.0927], [-0.2998, 1.7653, 3.1337], [-1.1783, 2.1760, 0.9069], [0.1697, 3.4932, 0.9141], [0.7486, 2.5432, -1.2370], [1.7838, 1.2744, -0.1507], [-0.3282, -0.4211, -0.2623], [-1.3894, 0.9824, -0.9354], [-0.1763, 1.0645, -3.2374], [-0.9049, -0.6553, -2.8617], [1.2877, -1.2555, -3.8490], [2.1279, 0.3198, -3.2221], [2.1099, -0.8352, -0.6371], [3.3014, -1.3983, -1.9762], [2.5006, -3.5742, -2.2383], [-0.2678, -2.7848, 0.5720], [4.5981, -0.5788, 5.5950], [4.7427, 0.7087, 5.2336], [5.9771, 1.2079, 5.4261], [3.8282, 1.3707, 4.7686], [5.3391, -1.1401, 5.9796], [3.6841, -0.9933, 5.4666], [6.1287, 2.1739, 5.1671], [6.7428, 0.6786, 5.8077], [-4.9078, 0.8314, -1.4149], [-4.0294, 0.5810, -2.4023], [-4.2609, -0.5573, -3.0809], [-3.0976, 1.3261, -2.6618], [-5.6811, 0.2300, -1.1863], [-4.7694, 1.6785, -0.8793], [-3.6228, -0.7833, -3.8325], [-5.0227, -1.1836, -2.8820], [-5.6199, 1.9755, -7.5141], [-5.3660, 2.5220, -6.3115], [-4.3622, 1.9375, -5.6328], [-5.9952, 3.4713, -5.8715], [-5.1127, 1.1938, -7.8933], [-6.3681, 2.3857, -8.0576], [-4.1385, 2.3184, -4.7228], [-3.8325, 1.1551, -5.9784], [-7.3415, 2.8146, -2.1273], [-8.1659, 3.6862, -1.5190], [-8.7540, 4.5696, -2.3459], [-8.3644, 3.6766, -0.3144], [-7.1653, 2.8070, -3.1178], [-6.8785, 2.1326, -1.5409], [-9.3823, 5.2435, -1.9284], [-8.6030, 4.5932, -3.3403], [9.0432, -1.7607, 2.3645], [8.2188, -0.8891, 2.9728], [7.6308, -0.0057, 2.1459], [8.0203, -0.8987, 4.1775], [9.2194, -1.7683, 1.3740], [9.5062, -2.4427, 2.9510], [7.0024, 0.6682, 2.5634], [7.7817, 0.0180, 1.1515], [1.3551, -5.3607, 3.3061], [0.2064, -5.4768, 3.9963], [-0.0114, -6.6977, 4.5177], [-0.5751, -4.5495, 4.1383], [2.0111, -6.1127, 3.1784], [1.5574, -4.4578, 2.8971], [-0.8649, -6.8277, 5.0448], [0.6202, -7.4735, 4.4116]]}